Below is 20 unconnected molecules or ions with the total composition C96H104N8O32 at a distorted geometry, with properties calculated with wB97M-V/def2-TZVPD.

Last columns: bonded neighbours and bond lengths (Å).
Positions of all 240 atoms, in Å:
1 C 8.01696 -4.33848 -0.48739  C2 1.542, H6 1.099, H7 1.119, H8 1.110
2 C 7.89524 -3.53733 -1.79874  C1 1.542, O3 1.200, N4 1.346
3 O 8.50862 -2.50619 -1.84010  C2 1.200
4 N 7.10309 -4.04995 -2.75922  C2 1.346, C5 1.477, H9 1.006
5 C 6.60787 -3.13721 -3.80890  N4 1.477, H10 1.103, H11 1.048, H12 1.108
6 H 7.78888 -5.41176 -0.54549  C1 1.099
7 H 7.26343 -3.81311 0.15141  C1 1.119
8 H 9.03122 -4.16610 -0.07124  C1 1.110
9 H 6.36566 -4.59023 -2.33961  N4 1.006
10 H 7.06657 -3.41689 -4.77238  C5 1.103
11 H 6.91489 -2.14749 -3.64993  C5 1.048
12 H 5.51065 -3.20573 -3.94333  C5 1.108
13 C 5.93280 -2.40165 4.60467  C14 1.506, H18 1.103, H19 1.132, H20 1.072
14 C 6.47556 -1.29392 3.74125  C13 1.506, O15 1.207, N16 1.367
15 O 7.00468 -1.44799 2.66775  C14 1.207
16 N 6.43168 -0.11385 4.43071  C14 1.367, C17 1.436, H21 1.022
17 C 6.47096 1.18238 3.81352  N16 1.436, H22 1.079, H23 1.149, H24 1.069
18 H 6.60966 -3.26867 4.51913  C13 1.103
19 H 5.01013 -2.71511 4.02895  C13 1.132
20 H 5.67177 -2.04731 5.58237  C13 1.072
21 H 5.82707 -0.17253 5.25297  N16 1.022
22 H 5.56662 1.44264 3.28543  C17 1.079
23 H 7.38814 1.21889 3.12282  C17 1.149
24 H 6.57886 1.89859 4.60033  C17 1.069
25 C -0.94919 3.83237 -1.00643  C26 1.484, H30 1.077, H31 1.088, H32 1.041
26 C -0.69007 5.02222 -0.15901  C25 1.484, O27 1.245, N28 1.350
27 O -0.88245 5.08831 1.06909  C26 1.245
28 N -0.28453 6.14070 -0.79794  C26 1.350, C29 1.450, H33 0.952
29 C -0.20965 7.40513 -0.09177  N28 1.450, H34 1.099, H35 1.088, H36 1.091
30 H -0.27394 3.08346 -0.62927  C25 1.077
31 H -0.72412 4.11141 -2.03401  C25 1.088
32 H -1.94559 3.54625 -0.91654  C25 1.041
33 H -0.06729 6.07872 -1.72258  N28 0.952
34 H 0.14043 8.11497 -0.85428  C29 1.099
35 H 0.56104 7.27096 0.66454  C29 1.088
36 H -1.14208 7.67828 0.40509  C29 1.091
37 C -6.35879 2.70658 -0.15566  C38 1.562, H42 1.046, H43 1.069, H44 1.070
38 C -5.56310 3.96747 0.31067  C37 1.562, O39 1.250, N40 1.374
39 O -5.71680 4.33353 1.49612  C38 1.250
40 N -4.89027 4.70837 -0.63133  C38 1.374, C41 1.424, H45 0.990
41 C -4.02359 5.77583 -0.26059  N40 1.424, H46 1.086, H47 1.073, H48 1.098
42 H -6.81978 2.74409 -1.09383  C37 1.046
43 H -7.00122 2.55255 0.68501  C37 1.069
44 H -5.64421 1.91087 -0.16721  C37 1.070
45 H -4.83050 4.34994 -1.55261  N40 0.990
46 H -3.09362 5.41883 0.17201  C41 1.086
47 H -4.50376 6.42612 0.44468  C41 1.073
48 H -3.72419 6.36477 -1.13733  C41 1.098
49 C 2.26582 -4.56249 2.32408  C50 1.532, H54 1.116, H55 1.060, H56 1.091
50 C 2.39538 -3.50608 1.22256  C49 1.532, O51 1.242, N52 1.377
51 O 1.46957 -2.90163 0.65772  C50 1.242
52 N 3.70426 -3.35186 0.82262  C50 1.377, C53 1.466, H57 1.017
53 C 4.22084 -2.26551 -0.01488  N52 1.466, H58 1.083, H59 1.105, H60 1.106
54 H 2.86811 -5.46329 2.05859  C49 1.116
55 H 1.27418 -4.93452 2.37437  C49 1.060
56 H 2.50423 -4.26022 3.34451  C49 1.091
57 H 4.42807 -3.71613 1.43695  N52 1.017
58 H 3.48776 -1.46871 -0.03243  C53 1.083
59 H 4.48282 -2.61342 -1.03079  C53 1.105
60 H 5.12710 -1.78737 0.40145  C53 1.106
61 C 2.50558 4.21591 -5.11667  C62 1.519, H66 1.091, H67 1.075, H68 1.118
62 C 2.19254 4.41691 -6.58906  C61 1.519, O63 1.268, N64 1.371
63 O 1.84986 5.47093 -7.20560  C62 1.268
64 N 2.31576 3.25672 -7.30895  C62 1.371, C65 1.423, H69 1.008
65 C 1.96907 3.28117 -8.68914  N64 1.423, H70 1.049, H71 1.099, H72 1.091
66 H 2.50461 3.17347 -4.79383  C61 1.091
67 H 1.85231 4.77952 -4.47565  C61 1.075
68 H 3.51167 4.62946 -4.85988  C61 1.118
69 H 2.58534 2.39720 -6.85766  N64 1.008
70 H 2.65608 3.82056 -9.26988  C65 1.049
71 H 0.96451 3.72649 -8.71002  C65 1.099
72 H 1.87061 2.27313 -9.09556  C65 1.091
73 C -4.96175 3.40985 5.08046  C74 1.496, H78 1.113, H79 1.052, H80 1.139
74 C -3.82395 2.70343 4.41365  C73 1.496, O75 1.225, N76 1.328
75 O -3.07578 1.96837 5.04731  C74 1.225
76 N -3.64911 3.04840 3.14332  C74 1.328, C77 1.492, H81 1.001
77 C -2.52642 2.43834 2.37340  N76 1.492, H82 1.077, H83 1.156, H84 1.134
78 H -5.85938 2.76391 4.95692  C73 1.113
79 H -5.20654 4.34454 4.66459  C73 1.052
80 H -4.91289 3.45379 6.21726  C73 1.139
81 H -4.39892 3.55514 2.71633  N76 1.001
82 H -2.39290 2.94503 1.43300  C77 1.077
83 H -2.72328 1.32178 2.14912  C77 1.156
84 H -1.55854 2.62590 2.93461  C77 1.134
85 C -2.02264 7.17748 -4.27622  C86 1.495, H90 1.065, H91 1.084, H92 1.105
86 C -0.91595 6.34601 -4.84131  C85 1.495, O87 1.241, N88 1.311
87 O -0.03167 5.94391 -4.06932  C86 1.241
88 N -0.89734 6.03388 -6.11404  C86 1.311, C89 1.422, H93 1.029
89 C -1.75407 6.61869 -7.08666  N88 1.422, H94 1.090, H95 1.090, H96 1.083
90 H -2.15127 6.96083 -3.24152  C85 1.065
91 H -2.99003 7.34592 -4.73551  C85 1.084
92 H -1.69361 8.22707 -4.16771  C85 1.105
93 H -0.01511 5.68612 -6.51472  N88 1.029
94 H -1.27995 7.51223 -7.49240  C89 1.090
95 H -2.75857 6.76389 -6.68995  C89 1.090
96 H -1.90372 5.89951 -7.88250  C89 1.083
97 C 2.11721 -2.31622 7.13983  C98 1.321, C103 1.465, H105 1.082
98 C 1.12964 -3.13299 6.81757  C97 1.321, C99 1.488, H106 1.100
99 C 0.67242 -3.37607 5.42308  C98 1.488, O100 1.243, C101 1.509
100 O 0.07035 -4.44807 5.23773  C99 1.243
101 C 1.14644 -2.32516 4.44931  C99 1.509, C102 1.317, H107 1.045
102 C 2.09685 -1.46851 4.76070  C101 1.317, C103 1.460, H108 1.069
103 C 2.69358 -1.46861 6.09342  C97 1.465, C102 1.460, O104 1.233
104 O 3.73359 -0.86776 6.37283  C103 1.233
105 H 2.66696 -2.41497 8.06675  C97 1.082
106 H 0.72006 -3.65900 7.69314  C98 1.100
107 H 0.63962 -2.35055 3.53612  C101 1.045
108 H 2.44245 -0.79283 4.00830  C102 1.069
109 C -3.83849 -1.39470 -4.22647  C110 1.293, C115 1.469, H117 1.067
110 C -3.50456 -0.25188 -3.72095  C109 1.293, C111 1.460, H118 1.076
111 C -4.38006 0.47181 -2.80337  C110 1.460, O112 1.216, C113 1.534
112 O -3.99806 1.59229 -2.52695  C111 1.216
113 C -5.70329 -0.18056 -2.38147  C111 1.534, C114 1.337, H119 1.081
114 C -6.01605 -1.40075 -2.82908  C113 1.337, C115 1.496, H120 1.098
115 C -5.07825 -2.05320 -3.79469  C109 1.469, C114 1.496, O116 1.212
116 O -5.31280 -3.19378 -4.12919  C115 1.212
117 H -3.15494 -2.06988 -4.69025  C109 1.067
118 H -2.50970 0.11972 -3.89583  C110 1.076
119 H -6.46382 0.28273 -1.76866  C113 1.081
120 H -6.86305 -1.97378 -2.42851  C114 1.098
121 C -0.97676 0.52344 7.15676  C122 1.295, C127 1.510, H129 1.083
122 C -0.85929 0.31083 5.88477  C121 1.295, C123 1.494, H130 1.182
123 C -1.78802 -0.67737 5.25816  C122 1.494, O124 1.193, C125 1.483
124 O -1.62899 -1.04530 4.13486  C123 1.193
125 C -2.82936 -1.37259 6.05274  C123 1.483, C126 1.290, H131 1.090
126 C -2.90972 -1.22344 7.33157  C125 1.290, C127 1.507, H132 1.103
127 C -1.99321 -0.22320 7.98778  C121 1.510, C126 1.507, O128 1.184
128 O -2.11182 -0.05666 9.15361  C127 1.184
129 H -0.40507 1.28128 7.67813  C121 1.083
130 H -0.16947 0.84010 5.08431  C122 1.182
131 H -3.42408 -2.12594 5.53635  C125 1.090
132 H -3.57418 -1.77846 8.01571  C126 1.103
133 C -5.09676 -4.68767 -0.16658  C134 1.323, C139 1.441, H141 1.158
134 C -4.84842 -3.38965 -0.10700  C133 1.323, C135 1.444, H142 1.088
135 C -3.66194 -2.81116 -0.69280  C134 1.444, O136 1.225, C137 1.478
136 O -3.49033 -1.60426 -0.81704  C135 1.225
137 C -2.54278 -3.68874 -1.09452  C135 1.478, C138 1.351, H143 1.076
138 C -2.68125 -5.03156 -1.03243  C137 1.351, C139 1.525, H144 1.099
139 C -4.05310 -5.56572 -0.63301  C133 1.441, C138 1.525, O140 1.220
140 O -4.25994 -6.76806 -0.60396  C139 1.220
141 H -6.00997 -5.31361 0.17315  C133 1.158
142 H -5.60768 -2.69815 0.25087  C134 1.088
143 H -1.58563 -3.26083 -1.33524  C137 1.076
144 H -1.96153 -5.78211 -1.38958  C138 1.099
145 C 2.22669 -1.20823 -3.69560  C146 1.325, C151 1.426, H153 1.069
146 C 1.54505 -2.28503 -3.33437  C145 1.325, C147 1.476, H154 1.063
147 C 0.43758 -2.73582 -4.19896  C146 1.476, O148 1.226, C149 1.448
148 O -0.33993 -3.63888 -3.90988  C147 1.226
149 C 0.14140 -2.01541 -5.41971  C147 1.448, C150 1.312, H155 1.065
150 C 0.83003 -0.95025 -5.75445  C149 1.312, C151 1.469, H156 1.044
151 C 1.90270 -0.47148 -4.87300  C145 1.426, C150 1.469, O152 1.255
152 O 2.68092 0.42769 -5.27556  C151 1.255
153 H 3.08249 -0.84240 -3.16976  C145 1.069
154 H 1.79245 -2.80050 -2.43791  C146 1.063
155 H -0.62423 -2.48153 -5.99404  C149 1.065
156 H 0.68538 -0.35391 -6.59863  C150 1.044
157 C -1.18949 -4.29486 1.75158  C158 1.314, C163 1.558, H165 1.087
158 C -2.08921 -3.53920 2.33908  C157 1.314, C159 1.456, H166 1.081
159 C -3.24497 -4.09281 3.02942  C158 1.456, O160 1.216, C161 1.460
160 O -4.04288 -3.41225 3.64566  C159 1.216
161 C -3.44568 -5.53857 3.02570  C159 1.460, C162 1.304, H167 1.037
162 C -2.55483 -6.36106 2.54658  C161 1.304, C163 1.494, H168 1.065
163 C -1.32029 -5.84202 1.88406  C157 1.558, C162 1.494, O164 1.205
164 O -0.44390 -6.58873 1.52737  C163 1.205
165 H -0.22806 -3.96767 1.36294  C157 1.087
166 H -1.95017 -2.47817 2.48980  C158 1.081
167 H -4.31667 -5.86060 3.48646  C161 1.037
168 H -2.62512 -7.41535 2.67857  C162 1.065
169 C -3.19694 3.20032 -6.33676  C170 1.344, C175 1.479, H177 1.168
170 C -2.59507 2.49506 -7.31042  C169 1.344, C171 1.436, H178 1.081
171 C -1.20483 2.14971 -7.20912  C170 1.436, O172 1.242, C173 1.536
172 O -0.50174 1.79029 -8.16781  C171 1.242
173 C -0.58565 2.30529 -5.81262  C171 1.536, C174 1.329, H179 1.069
174 C -1.19990 2.91595 -4.80483  C173 1.329, C175 1.453, H180 1.114
175 C -2.57012 3.35422 -5.00610  C169 1.479, C174 1.453, O176 1.245
176 O -3.10929 4.10630 -4.17345  C175 1.245
177 H -4.30848 3.54070 -6.45484  C169 1.168
178 H -3.12047 2.31388 -8.23786  C170 1.081
179 H 0.45386 2.06375 -5.87876  C173 1.069
180 H -0.68627 3.09332 -3.83198  C174 1.114
181 C 1.90880 -5.41570 -1.51692  C182 1.364, C187 1.462, H189 1.092
182 C 1.11641 -6.51726 -1.38318  C181 1.364, C183 1.490, H190 1.083
183 C 1.16050 -7.71701 -2.26486  C182 1.490, O184 1.215, C185 1.473
184 O 0.29745 -8.55190 -2.07919  C183 1.215
185 C 2.29175 -7.72301 -3.20873  C183 1.473, C186 1.339, H191 1.070
186 C 3.26019 -6.80956 -3.06721  C185 1.339, C187 1.487, H192 1.076
187 C 3.09868 -5.51154 -2.36045  C181 1.462, C186 1.487, O188 1.200
188 O 3.87936 -4.61240 -2.51051  C187 1.200
189 H 1.63511 -4.49490 -0.99678  C181 1.092
190 H 0.28286 -6.42677 -0.69795  C182 1.083
191 H 2.48164 -8.56751 -3.83805  C185 1.070
192 H 4.23885 -6.97391 -3.48339  C186 1.076
193 C 5.33160 2.14355 -0.45019  C194 1.309, C199 1.485, H201 1.103
194 C 6.40339 2.30239 0.28448  C193 1.309, C195 1.463, H202 1.062
195 C 7.59277 1.45334 0.21589  C194 1.463, O196 1.209, C197 1.579
196 O 8.55090 1.58948 0.94094  C195 1.209
197 C 7.56550 0.30716 -0.87014  C195 1.579, C198 1.373, H203 1.109
198 C 6.40614 0.04456 -1.55775  C197 1.373, C199 1.523, H204 1.086
199 C 5.21145 0.96442 -1.34403  C193 1.485, C198 1.523, O200 1.260
200 O 4.12921 0.69087 -1.92827  C199 1.260
201 H 4.40424 2.73720 -0.39007  C193 1.103
202 H 6.41368 3.11113 0.97226  C194 1.062
203 H 8.48685 -0.30265 -0.96898  C197 1.109
204 H 6.34992 -0.78499 -2.25567  C198 1.086
205 C 2.08721 2.47566 5.92334  C206 1.333, C211 1.481, H213 1.086
206 C 2.66042 1.93941 4.84616  C205 1.333, C207 1.482, H214 1.095
207 C 2.34096 2.41404 3.47937  C206 1.482, O208 1.225, C209 1.546
208 O 2.91479 2.12512 2.43614  C207 1.225
209 C 1.00575 3.17864 3.33236  C207 1.546, C210 1.347, H215 1.068
210 C 0.49815 3.76900 4.43108  C209 1.347, C211 1.492, H216 1.076
211 C 0.93247 3.39547 5.80898  C205 1.481, C210 1.492, O212 1.191
212 O 0.26524 3.68723 6.75183  C211 1.191
213 H 2.28989 2.08573 6.91686  C205 1.086
214 H 3.46008 1.19238 4.88811  C206 1.095
215 H 0.66646 3.30283 2.32752  C209 1.068
216 H -0.27386 4.51117 4.32430  C210 1.076
217 C -7.27145 -1.74630 5.74531  C218 1.334, C223 1.507, H225 1.061
218 C -7.44912 -2.77709 4.91771  C217 1.334, C219 1.512, H226 1.072
219 C -6.95547 -2.61058 3.49795  C218 1.512, O220 1.213, C221 1.458
220 O -7.32639 -3.37821 2.63503  C219 1.213
221 C -6.12028 -1.44734 3.22326  C219 1.458, C222 1.355, H227 1.108
222 C -5.76618 -0.50874 4.13378  C221 1.355, C223 1.506, H228 1.096
223 C -6.42069 -0.52850 5.48998  C217 1.507, C222 1.506, O224 1.188
224 O -6.27941 0.35736 6.26865  C223 1.188
225 H -7.71011 -1.80129 6.70949  C217 1.061
226 H -7.98932 -3.69078 5.06974  C218 1.072
227 H -5.78381 -1.39743 2.16880  C221 1.108
228 H -5.01158 0.28114 4.04398  C222 1.096
229 C 1.70416 0.32629 -0.00241  C230 1.355, C235 1.419, H237 1.147
230 C 1.29500 0.56753 -1.27096  C229 1.355, C231 1.475, H238 1.094
231 C -0.14072 0.58757 -1.60981  C230 1.475, O232 1.204, C233 1.495
232 O -0.54237 0.60081 -2.74522  C231 1.204
233 C -1.10620 0.52263 -0.47033  C231 1.495, C234 1.325, H239 1.083
234 C -0.69455 0.08966 0.71195  C233 1.325, C235 1.503, H240 1.101
235 C 0.77135 0.10338 1.04306  C229 1.419, C234 1.503, O236 1.229
236 O 1.12959 -0.04837 2.20890  C235 1.229
237 H 2.81484 0.40543 0.27098  C229 1.147
238 H 1.99805 0.87330 -2.05131  C230 1.094
239 H -2.15249 0.44151 -0.73705  C233 1.083
240 H -1.36529 -0.29087 1.49770  C234 1.101

Output
frontier orbital gap = 7.27 eV
relative energy (zero: lowest compared OMol25 entry of this formula, charge and spin) = 38.4 kJ/mol
charge = 0
E_LUMO = -2.02 eV